Record 1
Formula: C23H22Cl2MoN5O5S2SeSi
Source: OMol25
Level of theory: ωB97M-V/def2-TZVPD

Structure (XYZ):
```
62
Properties=species:S:1:pos:R:3
C -2.97098 -3.84181 1.09590
H -3.58598 -3.95627 -0.97287
N -0.77722 2.32653 0.59467
N -0.72487 0.20042 1.92270
C 1.09542 1.70732 -2.69430
C 1.32618 -2.87065 1.30928
Cl 0.42923 5.33752 4.63255
C -0.39283 3.98252 -2.63694
C -0.93729 3.38918 -0.23921
H 0.11060 0.47229 4.58207
H 4.15041 -2.31788 2.95005
C 0.00600 1.38268 4.01803
C -1.75078 -1.86663 1.57664
C -3.05318 -3.39846 -0.21258
H 3.01599 -1.00265 3.36044
S -2.61322 0.43455 -3.42167
C -0.40323 -0.87596 -2.95071
H 0.62316 -1.65074 -4.66138
H -0.37080 4.66862 2.02395
O -2.95707 1.50496 -4.30883
H -2.51226 -1.86012 -1.57826
N -1.77862 -1.45068 0.31502
C 0.37777 3.71403 -3.75493
C -0.02838 -2.00393 -3.85633
C 0.12667 3.78296 3.90454
H 4.38341 -3.24700 0.04284
N 0.30776 1.93132 -1.64732
C -2.44507 -2.20993 -0.56654
C -0.50946 2.52987 1.96375
H 0.37407 4.38922 -4.60261
C -2.30944 -3.04929 2.01156
C 3.84157 -2.35201 -0.29503
H 1.69259 -3.90308 1.38693
H 3.25268 -2.61066 -1.18207
H -0.99457 4.87487 -2.53132
N -0.26696 -0.77549 -1.72650
H 0.78961 -2.62706 2.23328
O -1.07452 -1.19977 3.73506
O -1.03314 0.20062 -3.70675
O -3.21935 -0.86269 -3.63492
C 0.26730 2.60725 4.62279
H -2.21000 -3.29418 3.06076
Cl 0.76288 2.61434 6.29308
Mo -0.56256 0.38933 -0.19866
H -0.93422 -2.41229 -4.31274
C -0.37328 3.07857 -1.60313
S -2.80662 1.01686 -1.49285
C 1.17036 2.57930 -3.76329
H 4.57034 -1.58784 -0.58400
C 3.68166 -1.39375 2.58364
H 1.67362 0.79430 -2.65149
H -3.42460 -4.78022 1.39308
Si 2.71422 -1.66725 1.02160
O -1.32462 4.51121 0.02560
H 1.82110 2.35155 -4.59542
Se 1.97843 0.35441 0.31577
C -0.38987 1.34543 2.69047
C -0.26397 3.74883 2.57392
H 0.62565 -2.81623 0.46987
H 0.48334 -2.76870 -3.27741
C -1.11841 -0.91867 2.54426
H 4.46534 -0.64897 2.40596
```

The HOMO energy (alpha / beta) is -4.6 / -5.2 eV. The relative energy (zero: lowest compared OMol25 entry of this formula, charge and spin) comes out at 9.1 kcal/mol. The calculation puts the HOMO-LUMO gap (alpha / beta) at 0.2537 / 0.2538 Ha. The spin multiplicity is 3. As for the expectation value of S²: 2.022. For the calculated total energy, the calculation gives -163698.928 eV. Its charge is -1.

Löwdin atomic charge list, values in e, 8 entries: -0.05 0.11 -0.08 -0.07 -0.16 -0.21 0.63 0.01


Record 2
Formula: C23H22Cl5F2NOPtS
Source: OMol25
Level of theory: ωB97M-V/def2-TZVPD

Structure (XYZ):
```
56
Properties=species:S:1:pos:R:3
H 4.57018 3.32045 2.51423
H -0.14531 -1.02569 -1.96717
H 0.04621 0.01318 -3.39582
C 0.09650 3.41660 -1.13515
H 0.32344 3.99498 0.91812
C -4.05032 -2.12692 0.96745
H 4.59291 3.25166 0.04739
C -2.83489 0.36865 -1.67529
C -0.02566 0.75568 -0.12261
C 0.13715 1.86978 0.71348
C -2.30545 0.30148 -4.05877
Cl -0.99138 -0.02969 3.50837
C -2.71415 -2.06092 0.58017
H 3.57373 1.46206 3.80316
N -1.94974 -0.22370 -2.72069
C 3.43522 -2.35206 0.21266
F 1.47030 -3.10745 2.43241
C 0.47746 -3.10916 1.43660
C -2.16392 -0.80659 2.49319
H -1.72943 -0.22423 -4.81586
C 3.62846 1.34062 -0.06467
C -4.44199 -1.51197 2.15118
H 3.60481 1.28783 -1.14530
O 2.42902 -0.79749 -1.63938
Cl -5.22082 -2.93447 -0.00856
C -1.73430 -1.37112 1.28962
Cl -6.08785 -1.56094 2.65228
F 0.93980 -4.04542 0.50226
Cl -3.95650 -0.12845 4.41318
H -2.47203 0.07699 -0.69575
C 3.59345 1.42227 2.72198
C -0.43859 -0.08458 -2.42602
C 0.18872 3.16970 0.22873
H -3.84440 -0.00361 -1.84184
H 3.45651 -2.48968 1.29086
H -2.13497 -1.22796 -2.69669
H -0.37909 -3.59653 1.91082
C 3.08265 0.30966 0.67511
H 2.56629 -0.46944 2.61115
H -3.37022 0.15940 -4.23080
Cl -2.24775 -2.89259 -0.89095
H 0.16667 4.42533 -1.52158
H -2.79826 1.45097 -1.76276
C 4.15263 2.46789 1.99428
C 4.16821 2.42958 0.60856
C -3.48502 -0.86145 2.92954
C -0.07454 2.34411 -1.99396
C 3.04402 0.33579 2.06294
C -0.15419 1.04541 -1.49120
H -0.12453 2.51696 -3.06571
S 2.30165 -1.03800 -0.18839
H 3.05115 -3.25077 -0.26282
H 4.40530 -2.06202 -0.18689
Pt 0.19240 -1.22195 0.63554
H -2.06613 1.36210 -4.08045
H 0.24662 1.71573 1.77980
```

The HOMO energy is -8.1 eV. The calculation puts the HOMO-LUMO gap at 0.2983 Ha. For the calculated total energy, the calculation gives -109873.871 eV.

Löwdin atomic charge list, values in e, 8 entries: 0.10 0.08 0.13 -0.09 0.10 -0.71 0.11 0.00


Record 3
Formula: C23H22ClN2
Source: OMol25
Level of theory: ωB97M-V/def2-TZVPD

Structure (XYZ):
```
48
Properties=species:S:1:pos:R:3
H -1.73578 1.87164 1.99126
H -9.56151 0.64243 5.41917
C -1.91120 -1.41338 7.81641
C -6.21128 -0.17199 5.24080
C -8.48512 -0.57321 6.88238
H -9.32647 -0.62221 7.58208
H -1.59561 -2.43263 2.14467
C -1.18051 0.93794 1.97059
H -3.33870 1.43112 4.20811
C -1.71249 -1.87558 6.51684
H -4.10814 1.12036 7.15652
H -3.64802 -1.09153 2.89192
H -8.53562 1.64319 2.13181
C -1.09596 -1.46234 2.06944
C 0.92275 -0.19247 1.56591
H -2.95268 0.00383 9.05734
C -5.26675 0.50882 4.38128
H -1.06223 -2.73371 6.33303
C -8.40988 1.95076 3.17548
H -1.82398 -2.58583 9.62953
C -7.50047 0.36382 4.91426
H -2.18983 -1.63857 4.43259
C -6.11483 -1.00405 6.35744
H 0.85910 -2.34011 1.64766
H -7.18673 -1.76927 8.05847
Cl 2.60590 -0.14561 1.24822
H -0.45758 -2.77883 8.55971
C -3.40628 0.30099 6.96291
H -8.16605 3.01191 3.17030
C -6.00648 1.32218 3.52124
C -2.77309 -0.33207 8.03449
C -7.24495 -1.15527 7.17412
C -1.77846 -0.27148 2.29271
C -1.16160 -2.04619 8.95171
H -3.64320 0.50080 2.34394
N -3.10958 -0.20383 2.86012
H 0.68572 1.92961 1.44961
H -5.20461 -1.59217 6.55411
N -7.33502 1.22599 3.82519
C 0.17939 0.98840 1.62752
C -8.62660 0.16438 5.69896
C -3.79539 0.44890 4.43219
C -2.33205 -1.24798 5.44194
H -0.60399 -1.31247 9.53860
C 0.27671 -1.42329 1.73412
C -3.19015 -0.18772 5.65664
H -9.32887 1.79509 3.74287
H -5.66016 1.96810 2.72021
```

The HOMO energy is -11.1 eV. The relative energy (zero: lowest compared OMol25 entry of this formula, charge and spin) comes out at 19.5 kcal/mol. The calculation puts the HOMO-LUMO gap at 0.2901 Ha. For the calculated total energy, the calculation gives -39703.916 eV. Its charge is +1. Its structure (SMILES) is Cc1ccc([C@@H]([NH2+]c2ccc(Cl)cc2)c2cn(C)c3ccccc23)cc1.

Löwdin atomic charge list, values in e, 8 entries: 0.12 0.11 -0.26 -0.11 -0.06 0.12 0.13 -0.01


Record 4
Formula: C23H22F2IrN3O10P2S3
Source: OMol25
Level of theory: ωB97M-V/def2-TZVPD

Structure (XYZ):
```
66
Properties=species:S:1:pos:R:3
N -3.10139 2.77732 0.63382
H -3.66972 2.15733 -4.36189
N 2.64037 -1.44332 0.86007
H 5.22581 -5.64946 -2.03764
H 0.45549 -4.45891 -1.16842
O 3.85239 0.29687 -0.45064
H -0.97233 3.28219 -1.22600
H 0.98083 3.29530 4.65758
P 1.24389 0.12889 2.66940
C -2.33551 2.82188 -2.80474
C 4.14103 -2.47662 -2.56778
C 3.20647 -2.66315 1.01881
H 2.82026 0.89688 1.28549
C -1.38931 2.50137 -1.84952
C -1.55971 0.20611 -2.54337
H -0.58684 0.23346 4.89373
Ir -0.20446 0.40683 -0.00166
C -1.02078 1.17642 -1.69575
C -5.32383 3.57493 0.41158
O -2.00443 0.77316 3.14889
H -2.09654 2.78436 0.85154
C 4.70249 -3.72405 -2.81738
O 0.11715 -0.71574 2.10366
O 2.33068 -0.55797 3.56568
C -1.11586 -1.15263 -2.27717
N -0.74957 -1.34344 -0.99960
O 1.92642 1.10591 1.60878
C -0.96419 -2.16581 -3.21723
H -6.15899 3.93283 1.00710
H -5.38812 3.98043 -0.59674
H 2.37865 2.20439 4.52920
H 1.75565 3.03802 3.08666
H -1.65464 -0.04376 2.75253
H 2.54682 -1.48132 3.31832
H -4.03416 3.85787 2.14987
C -2.91631 1.88384 -3.63744
O 1.66620 -0.47705 -1.24295
H -3.56708 4.81807 0.73510
O 3.27473 -3.25113 2.08724
H 5.09844 -3.93839 -3.80131
H -0.22949 -4.14379 -3.55961
S 2.92695 -0.80784 -0.55927
F -3.05475 -0.35853 -4.28199
P -0.99580 1.99825 2.88489
O 0.14394 0.84979 5.02645
C 4.77761 -4.68946 -1.81648
C 4.29897 -4.42981 -0.53635
C 1.48013 2.56316 4.02497
C 0.00365 -3.53770 -1.50814
C 3.67249 -2.23951 -1.29248
C -2.49310 0.57968 -3.49406
C -0.20239 -2.50770 -0.62091
F -2.73820 4.10129 -2.91135
C -0.38864 -3.36004 -2.83012
S -5.41140 1.75554 0.29777
O -0.66573 2.03998 1.35474
H 4.08329 -1.72150 -3.34081
O -1.58434 3.24203 3.40696
C -3.67559 1.61998 0.41557
C 0.52422 1.40963 3.77478
C -3.97535 3.86324 1.05986
C 3.75097 -3.18798 -0.28608
H -1.27257 -1.99748 -4.23757
H 0.05425 -2.58857 0.42851
H 4.34630 -5.16678 0.25477
S -2.92545 0.12216 0.26814
```

The HOMO energy is -8.8 eV. The relative energy (zero: lowest compared OMol25 entry of this formula, charge and spin) comes out at 98.3 kcal/mol. The calculation puts the HOMO-LUMO gap at 0.2724 Ha. For the calculated total energy, the calculation gives -108515.991 eV.

Löwdin atomic charge list, values in e, 8 entries: -0.03 0.13 -0.11 0.11 0.12 -0.28 0.12 0.09